{"formula": "C17H22N2O4", "method": "ωB97M-V with the def2-TZVPD basis set", "symbols": ["O", "O", "O", "O", "N", "N", "C", "C", "C", "C", "C", "C", "C", "C", "C", "C", "C", "C", "C", "C", "C", "C", "C", "H", "H", "H", "H", "H", "H", "H", "H", "H", "H", "H", "H", "H", "H", "H", "H", "H", "H", "H", "H", "H", "H"], "positions_angstrom": [[1.1172, -0.1484, -0.5388], [-3.7419, -2.7229, 0.6631], [0.0008, -1.0120, 1.2040], [-3.6575, 2.6197, 0.3487], [-2.7580, 0.6573, 0.9766], [-2.8135, -0.7247, 1.0647], [6.9438, 0.6805, -1.2245], [5.3666, -0.3143, 0.5143], [1.8373, -1.3721, -0.7253], [-1.5823, 1.2978, 1.5189], [-0.4008, 1.2725, 0.5451], [-4.9426, -0.7623, 0.0061], [3.1189, -1.3929, 0.1020], [6.3335, 0.8179, 0.1656], [-6.0504, -1.4538, -0.4786], [-7.1090, -0.7661, -1.0359], [0.2486, -0.0946, 0.4586], [4.0933, -0.2983, -0.3279], [-5.9797, 1.3162, -0.6446], [-3.7523, 1.4046, 0.4149], [-7.0733, 0.6214, -1.1187], [-4.9050, 0.6329, -0.0775], [-3.8146, -1.5112, 0.5874], [-5.9261, 2.3930, -0.6982], [-6.0499, -2.5306, -0.4028], [6.1854, 0.7740, -1.9972], [2.0601, -1.4109, -1.7933], [7.6876, 1.4571, -1.3871], [3.5837, -2.3729, -0.0172], [-7.9031, 1.1562, -1.5560], [4.3438, -0.4450, -1.3796], [-7.9665, -1.3058, -1.4091], [7.4300, -0.2867, -1.3323], [3.6067, 0.6749, -0.2330], [-0.7194, 1.5811, -0.4514], [5.0922, -0.2285, 1.5687], [7.1389, 0.8247, 0.9037], [-1.3073, 0.8038, 2.4547], [2.8595, -1.2703, 1.1558], [0.3620, 1.9790, 0.8783], [1.1893, -2.2087, -0.4459], [5.8735, -1.2732, 0.3833], [-1.9618, -1.1667, 1.4076], [-1.8681, 2.3342, 1.7138], [5.8107, 1.7742, 0.2394]], "forces_ev_per_angstrom": [[0.09, 0.30, -0.17], [-0.11, -0.23, -0.05], [0.16, -0.20, 0.10], [-0.11, 0.23, -0.11], [-0.26, 0.32, -0.11], [0.11, -0.50, 0.21], [-0.08, 0.13, 0.21], [-0.08, 0.35, -0.14], [0.24, -0.70, 0.21], [0.31, 0.16, -0.05], [-0.16, -0.18, 0.20], [-0.30, 0.30, -0.20], [-0.25, 0.39, -0.35], [0.05, -0.25, -0.01], [0.13, -0.05, 0.07], [0.04, -0.05, 0.03], [-0.28, 0.42, 0.04], [0.10, -0.29, 0.31], [0.13, 0.07, 0.06], [0.39, -0.21, 0.23], [0.04, 0.05, 0.02], [-0.37, -0.33, -0.15], [0.28, 0.25, 0.17], [0.00, 0.08, -0.01], [0.00, -0.08, 0.00], [-0.03, -0.01, -0.14], [-0.05, 0.01, 0.09], [0.08, 0.04, -0.10], [-0.01, -0.07, 0.04], [-0.06, 0.05, -0.03], [-0.02, 0.07, -0.10], [-0.06, -0.05, -0.02], [0.07, -0.11, -0.07], [0.01, 0.06, -0.07], [0.05, 0.05, 0.02], [-0.01, -0.09, 0.04], [-0.02, 0.09, 0.03], [-0.08, 0.06, -0.05], [0.00, -0.09, 0.04], [0.05, 0.01, -0.05], [0.07, 0.14, -0.14], [0.03, -0.09, 0.06], [-0.16, 0.16, -0.14], [0.06, -0.22, 0.01], [0.01, 0.05, 0.09]], "total_charge": 0, "total_energy_ha": -1071.5072, "relative_energy_kj_mol": 90.3, "homo_energy_ha": -0.3132, "homo_lumo_gap_ha": 0.3269, "lumo_ev": 0.4}